Record 1
90
Properties=species:S:1:pos:R:3:forces:R:3 method="wB97M-V/def2-TZVPD" lumo_ev=0.33 homo_ev=-7.90 smiles=CC1(C)CCCC(C)(C)N1O.CC1(C)CCCC(C)(C)N1O.CO.CO.CO.CO.CO multiplicity=1 homo_lumo_gap_ev=8.229
C 1.177 -6.636 2.825 -0.67 -0.84 1.56
C 1.151 -5.462 1.880 -1.63 -1.25 -1.21
C 0.832 -6.180 0.517 1.61 0.89 -0.56
C 0.635 -5.195 -0.612 -1.87 0.01 -0.32
C -0.644 -4.401 -0.278 0.82 1.18 -0.73
C -0.565 -3.648 1.042 0.00 0.13 0.75
N 0.002 -4.527 2.135 -0.70 -1.74 -1.96
O 0.030 -3.919 3.368 0.15 0.56 0.51
C 0.273 -2.341 0.875 0.11 0.08 0.02
C -2.018 -3.153 1.368 0.96 0.25 0.55
C 2.542 -4.872 1.852 0.77 1.25 -0.51
H 0.335 -7.325 2.772 -0.36 0.21 -0.68
H 1.129 -6.410 3.891 0.62 0.55 0.07
H 2.045 -7.261 2.615 0.22 0.20 0.12
H 1.722 -6.770 0.299 0.14 -0.20 0.06
H 0.008 -6.890 0.450 -0.27 0.25 0.87
H 0.361 -5.756 -1.505 0.44 -0.06 -0.29
H 1.463 -4.533 -0.863 0.14 -0.09 0.29
H -1.570 -4.942 -0.470 0.11 -0.64 0.78
H -0.787 -3.575 -0.975 0.25 0.04 -0.42
H 0.321 -1.772 1.803 -0.27 0.15 0.20
H 1.324 -2.415 0.595 -0.04 -0.60 -0.22
H -0.183 -1.678 0.139 -0.20 -0.03 0.02
H -2.412 -2.525 0.569 0.14 -0.41 -0.45
H -2.710 -3.961 1.606 0.15 0.00 0.02
H -1.958 -2.434 2.184 -0.16 -0.30 0.48
H 3.362 -5.424 1.392 -0.45 -1.00 -0.01
H 2.927 -4.655 2.848 -0.31 0.41 0.07
H 2.562 -3.998 1.201 -0.11 0.50 0.46
H 0.339 -3.035 3.155 0.39 0.51 0.56
C 4.838 1.831 0.359 -0.66 -0.41 -0.51
C 3.680 2.532 -0.433 -0.01 1.69 0.65
C 4.273 3.663 -1.342 1.47 -0.78 -0.10
C 3.382 4.392 -2.312 -1.07 0.43 1.45
C 2.714 3.330 -3.160 0.37 -1.11 0.14
C 1.997 2.128 -2.348 0.32 0.49 -1.12
N 2.882 1.594 -1.283 1.51 2.62 -0.65
O 2.346 0.513 -0.603 -0.30 -0.29 0.30
C 0.546 2.684 -2.051 1.47 -0.43 0.64
C 1.831 0.973 -3.352 -0.84 -0.11 -0.76
C 2.784 3.190 0.702 -0.45 -1.35 -0.12
H 4.346 1.048 0.936 0.27 -0.16 0.14
H 5.381 2.468 1.057 -0.54 0.46 -0.01
H 5.648 1.393 -0.224 -0.37 -0.18 -0.55
H 4.901 4.310 -0.730 -0.55 0.38 0.47
H 5.057 3.295 -2.004 0.15 -1.02 0.04
H 3.948 5.155 -2.846 0.13 -0.36 -0.44
H 2.708 5.000 -1.708 -0.71 -0.04 -0.14
H 3.522 2.925 -3.768 0.18 -0.48 0.06
H 2.015 3.677 -3.921 -0.23 0.26 0.34
H -0.148 1.861 -1.880 -0.15 0.26 -0.01
H 0.588 3.341 -1.182 -0.20 -0.02 0.09
H 0.287 3.309 -2.906 -0.43 -0.33 0.08
H 2.651 0.283 -3.552 0.60 0.55 0.34
H 1.005 0.297 -3.132 -0.23 0.17 0.42
H 1.564 1.418 -4.310 -0.03 -0.03 -0.20
H 2.061 3.941 0.385 0.22 0.01 -0.28
H 3.228 3.505 1.647 0.83 0.46 -0.45
H 2.221 2.336 1.081 -0.54 -0.13 -0.15
H 2.899 -0.176 -0.980 -0.22 -0.59 0.31
C -0.222 4.050 1.964 0.39 0.33 0.69
O -1.324 4.369 2.849 0.28 -0.50 -1.06
H 0.616 3.570 2.471 -0.21 -0.25 0.43
H -0.520 3.362 1.172 -0.49 0.12 0.18
H 0.256 4.913 1.502 -0.46 0.38 -0.14
H -1.114 5.079 3.459 0.42 -0.04 -0.11
C -2.562 1.024 0.075 1.16 0.75 0.04
O -2.775 2.250 -0.599 -1.30 0.55 -0.77
H -2.962 0.278 -0.612 0.30 -0.23 0.39
H -1.481 0.992 0.211 0.24 -0.97 -0.12
H -2.954 0.922 1.087 -0.64 0.25 -0.04
H -2.567 3.074 -0.151 0.17 -0.39 0.58
C -3.607 -2.614 -2.148 -2.41 -1.99 -1.13
O -2.526 -1.900 -1.814 2.63 2.30 0.58
H -3.857 -2.434 -3.194 -0.30 -0.30 -0.15
H -3.373 -3.672 -2.025 -0.35 -0.32 -0.02
H -4.506 -2.373 -1.581 0.03 0.12 0.31
H -2.262 -1.443 -2.616 0.40 0.26 0.37
C -4.011 6.173 1.128 1.49 -0.74 -0.37
O -3.035 7.085 0.587 -0.56 0.16 0.46
H -4.798 6.008 0.392 -0.13 0.31 0.41
H -3.425 5.261 1.239 -0.57 -0.67 0.00
H -4.298 6.408 2.153 -0.62 0.47 -0.24
H -2.294 6.919 1.175 0.40 0.40 -0.24
C -6.402 0.150 0.269 -0.34 0.21 1.01
O -5.872 0.599 -0.939 0.14 -0.34 -0.92
H -6.883 -0.828 0.257 0.34 -0.18 -0.74
H -5.598 0.107 1.004 -0.20 -0.03 0.43
H -7.202 0.821 0.583 0.03 0.22 0.43
H -5.288 1.328 -0.715 0.16 0.15 -0.25


Record 2
111
Properties=species:S:1:pos:R:3:forces:R:3 method="wB97M-V/def2-TZVPD" lumo_ev=0.15 homo_ev=-8.39 multiplicity=1 homo_lumo_gap_ev=8.543
F 0.661 0.343 0.665 0.01 -0.06 0.09
C 0.836 0.892 -0.559 0.05 0.12 0.01
F 1.399 -0.031 -1.368 -0.02 0.07 0.05
C -0.525 1.347 -1.112 0.03 -0.22 -0.17
F -0.313 1.740 -2.386 0.02 0.08 -0.10
F -0.887 2.429 -0.389 -0.11 0.07 0.03
C -1.675 0.296 -1.095 -0.01 0.22 0.08
F -2.204 0.287 0.148 0.01 0.01 0.01
F -1.124 -0.917 -1.317 -0.08 -0.03 0.02
C -2.831 0.514 -2.132 0.48 0.00 -0.11
F -2.328 0.047 -3.321 -0.18 0.14 0.20
F -3.810 -0.323 -1.743 -0.10 -0.09 -0.10
C -3.379 1.946 -2.356 0.01 0.06 -0.04
O -4.627 2.152 -1.770 0.05 -0.16 0.01
C -4.609 2.561 -0.393 0.18 0.28 0.11
C -5.806 1.961 0.332 0.21 -0.16 0.13
Si -7.419 1.924 -0.612 -0.02 0.31 -0.06
O -8.481 0.990 0.250 0.10 -0.03 -0.15
Si -8.737 -0.628 0.194 -0.14 -0.16 0.14
H 1.499 1.763 -0.475 -0.02 -0.17 -0.07
H -3.496 2.055 -3.442 0.00 -0.04 0.20
H -2.646 2.694 -2.036 -0.07 -0.13 -0.05
H -3.672 2.234 0.078 -0.19 0.07 -0.07
H -4.629 3.660 -0.368 0.00 -0.22 0.00
H -5.590 0.920 0.627 -0.03 0.20 -0.10
H -5.963 2.522 1.263 -0.03 -0.12 -0.12
H -7.275 1.345 -1.962 -0.01 -0.06 0.01
H -8.013 3.273 -0.723 0.03 0.01 0.01
H -8.012 -1.288 1.301 -0.02 -0.01 0.01
H -8.249 -1.194 -1.085 -0.01 0.04 0.00
H -10.185 -0.880 0.329 0.02 -0.03 0.01
C 4.748 -0.544 -1.797 -0.01 -0.05 0.02
S 5.188 0.839 -0.738 -0.11 -0.09 -0.03
O 4.324 1.978 -1.176 -0.06 0.08 -0.02
C 6.813 1.107 -1.442 0.03 0.12 0.03
H 3.732 -0.838 -1.540 0.01 0.00 -0.01
H 4.793 -0.229 -2.839 0.00 0.02 0.01
H 5.433 -1.371 -1.609 -0.01 -0.01 -0.01
H 6.716 1.307 -2.509 -0.01 0.00 0.00
H 7.428 0.226 -1.260 0.00 0.01 0.01
H 7.245 1.963 -0.928 0.02 -0.01 -0.01
C 0.559 -3.876 4.200 -0.03 -0.03 0.08
S 1.940 -3.520 3.115 -0.05 -0.05 -0.07
O 3.194 -3.648 3.921 0.05 0.06 0.02
C 1.608 -1.769 2.956 0.04 0.09 -0.04
H 0.596 -4.934 4.446 0.00 0.01 0.01
H 0.650 -3.279 5.107 0.02 0.01 -0.01
H -0.372 -3.655 3.678 0.00 -0.01 0.00
H 1.611 -1.317 3.949 0.00 0.00 0.00
H 0.646 -1.624 2.466 0.01 0.00 0.00
H 2.396 -1.338 2.341 0.00 0.01 0.00
C -4.226 5.585 -3.992 -0.12 0.17 -0.01
S -3.088 5.362 -2.630 -0.09 -0.10 0.01
O -3.848 5.695 -1.386 0.07 0.04 0.05
C -2.026 6.752 -2.991 0.03 0.11 -0.05
H -4.983 4.807 -3.902 0.00 0.00 0.02
H -4.684 6.571 -3.903 -0.01 -0.02 0.06
H -3.688 5.462 -4.926 -0.05 0.04 0.02
H -2.619 7.667 -3.006 -0.01 -0.02 0.00
H -1.533 6.581 -3.948 -0.01 0.01 -0.01
H -1.267 6.798 -2.215 0.00 0.00 0.00
C 1.748 5.793 -0.544 -0.01 -0.01 0.01
S 2.349 6.301 -2.158 0.04 0.14 0.11
O 1.197 6.152 -3.094 0.02 -0.14 -0.04
C 3.445 4.905 -2.406 -0.05 -0.09 -0.08
H 1.013 6.529 -0.224 0.00 -0.01 0.00
H 1.281 4.813 -0.635 -0.01 0.00 -0.01
H 2.578 5.766 0.162 -0.01 0.00 0.00
H 2.883 3.974 -2.339 0.02 -0.01 0.00
H 4.229 4.919 -1.650 -0.01 -0.01 0.00
H 3.886 5.007 -3.396 -0.01 0.02 0.00
C 3.855 -7.704 5.590 0.04 0.01 0.00
S 2.439 -7.117 4.659 -0.05 0.06 0.07
O 1.499 -8.267 4.536 0.03 -0.04 -0.06
C 3.281 -6.950 3.085 0.03 0.00 -0.02
H 3.515 -7.900 6.604 0.00 0.00 -0.01
H 4.224 -8.622 5.133 0.00 0.00 0.00
H 4.622 -6.930 5.598 0.00 0.00 0.01
H 3.697 -7.916 2.799 -0.01 0.00 0.00
H 4.049 -6.184 3.177 -0.02 0.01 -0.01
H 2.537 -6.631 2.356 0.00 -0.01 0.00
C -1.655 -7.879 4.480 -0.01 -0.07 0.05
S -2.354 -6.482 3.608 0.07 0.02 -0.05
O -3.331 -5.831 4.521 0.00 0.02 0.01
C -3.304 -7.446 2.426 -0.03 0.00 -0.02
H -1.050 -7.491 5.296 0.00 0.00 -0.01
H -2.463 -8.498 4.870 -0.02 0.03 -0.01
H -1.004 -8.441 3.811 0.02 0.01 0.02
H -3.991 -8.093 2.970 0.00 0.01 0.00
H -2.623 -8.029 1.807 -0.01 0.00 0.00
H -3.861 -6.745 1.807 0.00 0.00 0.00
C 6.497 -1.767 3.045 -0.01 -0.05 -0.01
S 5.691 -0.207 2.665 -0.13 -0.16 0.04
O 6.762 0.812 2.497 0.01 0.01 -0.03
C 4.973 0.021 4.295 0.00 0.06 0.03
H 7.056 -2.066 2.160 0.00 0.00 0.01
H 7.177 -1.624 3.884 0.01 0.01 -0.01
H 5.733 -2.512 3.277 -0.01 0.01 0.00
H 5.767 0.038 5.040 0.00 0.01 0.00
H 4.274 -0.795 4.488 0.02 -0.01 0.00
H 4.448 0.974 4.286 0.00 -0.01 0.01
C -1.082 1.968 -6.699 0.00 -0.04 0.00
S -1.236 2.979 -5.224 0.17 -0.03 -0.04
O -2.425 3.853 -5.444 0.04 -0.08 -0.10
C 0.208 4.005 -5.509 -0.09 0.07 0.08
H -1.937 1.295 -6.717 0.01 0.00 0.00
H -1.091 2.612 -7.578 0.00 0.01 0.02
H -0.159 1.391 -6.643 0.00 -0.01 -0.01
H 0.111 4.497 -6.476 -0.01 -0.02 -0.02
H 1.102 3.382 -5.472 0.00 0.02 0.02
H 0.240 4.748 -4.709 0.09 -0.08 -0.02